The following is a DFT calculation (ωB97M-V/def2-TZVPD) of 2 unconnected molecules or ions with the total composition C3H9OS at a distorted geometry.

Summary:
ΔE to the lowest compared entry with this formula, charge and spin = 191.7 kJ/mol
gap between HOMO and LUMO = 6.8 eV
largest force on an atom = 0.1314 Eh/bohr
DFT total energy = -16139.0693 eV
total charge = -1

Last column: Löwdin charge in e.
Positions of all 14 atoms, in Å:
1 H -0.770 1.614 -0.797  0.07
2 H 0.855 0.814 -2.318  0.06
3 C -0.081 0.248 -2.323  -0.16
4 H -0.414 -1.252 0.391  0.08
5 S 0.811 1.104 1.232  0.17
6 C -0.833 0.475 -0.978  -0.38
7 H 0.609 0.109 3.385  0.00
8 H -0.862 0.517 -3.170  0.09
9 C 0.069 -0.210 0.110  -0.74
10 O 0.485 -0.687 4.192  -0.24
11 H 0.280 -0.799 -2.259  0.05
12 H 0.536 -1.475 3.683  -0.05
13 H -1.784 0.178 -0.926  0.03
14 H 1.101 -0.635 -0.221  0.02

The following is a DFT calculation (ωB97M-V/def2-TZVPD) of 2 unconnected molecules or ions with the total composition C3H9OS.

Summary:
ΔE to the lowest compared entry with this formula, charge and spin = 75.3 kJ/mol
gap between HOMO and LUMO = 6.6 eV
largest force on an atom = 0.0096 Eh/bohr
DFT total energy = -16140.2765 eV
total charge = -1

Last column: Löwdin charge in e.
Positions of all 14 atoms, in Å:
1 H -1.092 3.124 1.875  -0.02
2 C -1.674 2.775 1.016  -0.73
3 C 0.643 -2.127 -0.644  -0.37
4 H 2.606 -1.417 -0.038  0.06
5 O -0.625 -1.667 -1.038  -0.14
6 H -1.394 3.414 0.178  -0.02
7 H -0.779 -0.784 -0.642  -0.08
8 H 0.564 -2.745 0.274  0.10
9 H 1.287 -0.284 0.308  0.02
10 C 1.664 -1.014 -0.423  -0.12
11 S -1.339 1.022 0.674  0.16
12 H -2.729 2.976 1.237  -0.02
13 H 1.019 -2.802 -1.424  0.09
14 H 1.848 -0.469 -1.354  0.07